Record 1
Below is an isolated molecule of C5H9NO, with properties calculated with wB97M-V/def2-TZVPD.

```
! RIJCOSX wB97M-V def2-TZVPD def2/J DEFGRID3
* xyz 0 1
O -2.40 -1.22 0.58
C -1.27 -0.80 -0.13
C -0.91 0.71 -0.18
C 0.57 0.29 -0.03
C 1.82 0.60 -0.82
N 1.63 1.10 0.53
C 0.14 -1.09 0.44
H -2.27 -1.02 1.51
H -1.40 -1.19 -1.14
H -1.26 1.19 0.75
H -1.27 1.30 -1.02
H 1.72 1.22 -1.70
H 2.69 -0.06 -0.87
H 1.41 2.09 0.57
H 0.68 -1.93 -0.01
H 0.12 -1.19 1.53
*
```

Summary:
E_tot: -325.8355 hartree
HOMO level: -9.34 eV

Record 2
Below is a structure of composition C2H4BrClIN in a non-equilibrium geometry, with properties calculated with wB97M-V/def2-TZVPD.

```
! RIJCOSX wB97M-V def2-TZVPD def2/J DEFGRID3
* xyz 0 1
C 1.09 0.66 0.62
C -0.95 -0.15 -0.81
N 0.24 -0.62 -0.43
Cl -0.81 1.26 -1.68
Br -2.17 0.03 0.89
I 0.44 -2.44 0.44
H 1.12 0.22 1.59
H 2.18 0.58 0.22
H 0.38 1.43 0.46
H -1.51 -0.95 -1.30
*
```

Summary:
E_tot: -3465.1644 hartree
HOMO level: -9.06 eV

Record 3
Below is a cluster of 2 separate species, C17H19N in total in a non-equilibrium geometry, with properties calculated with wB97M-V/def2-TZVPD.

```
! RIJCOSX wB97M-V def2-TZVPD def2/J DEFGRID3
* xyz 0 1
C -2.66 1.21 -1.01
C -2.01 -0.12 -1.36
C -2.42 1.60 0.44
C -1.40 2.50 0.75
C -2.91 0.79 1.46
C -0.92 2.56 2.05
C -2.50 0.93 2.78
C -1.45 1.79 3.08
H -2.24 2.03 -1.60
H -3.71 1.28 -1.28
H -0.93 -0.06 -1.24
H -1.09 3.31 0.10
H -3.70 0.09 1.25
H -0.19 3.34 2.23
H -3.12 0.45 3.52
H -0.96 1.75 4.04
H -2.15 -0.38 -2.41
H -2.41 -0.89 -0.71
C 0.30 -3.44 0.39
C 1.82 -0.15 -0.56
C 1.50 -1.48 -0.90
C 0.91 -2.08 0.25
C 0.91 -1.14 1.23
C 2.52 0.67 -1.45
C 2.86 0.13 -2.67
C 2.72 -1.24 -2.95
C 1.96 -2.01 -2.10
N 1.46 0.04 0.75
H 2.76 1.70 -1.25
H 3.31 0.82 -3.38
H 1.82 0.78 1.33
H 3.13 -1.65 -3.87
H 0.64 -1.20 2.27
H 1.79 -3.06 -2.31
H 0.09 -3.86 -0.59
H -0.65 -3.37 0.91
H 0.95 -4.17 0.88
*
```

Summary:
E_tot: -713.9402 hartree
HOMO level: -7.74 eV

Record 4
Below is an isolated molecule of HN3S in a non-equilibrium geometry, with properties calculated with wB97M-V/def2-TZVPD.

```
! RIJCOSX wB97M-V def2-TZVPD def2/J DEFGRID3
* xyz 0 1
N 0.65 -0.75 0.13
N -0.38 -1.31 -0.25
N 0.33 0.54 0.11
S -1.23 0.11 -0.50
H 0.64 1.41 0.51
*
```

Summary:
E_tot: -562.9410 hartree
HOMO level: -10.06 eV

Record 5
Below is a structure of composition C30H42MgN6OSiTe, with properties calculated with wB97M-V/def2-TZVPD.

```
! RIJCOSX wB97M-V def2-TZVPD def2/J DEFGRID3
* xyz -2 1
Mg 0.84 0.83 -0.53
C 1.04 3.79 1.36
N 1.25 3.64 -0.07
C 0.52 4.66 -0.79
C 2.66 3.71 -0.40
C 3.48 2.57 0.16
C 4.80 2.84 0.54
C 5.63 1.81 0.94
C 5.14 0.51 0.94
C 3.82 0.27 0.56
C 2.92 1.28 0.18
H 1.44 4.76 1.72
H 1.56 2.98 1.88
H -0.02 3.73 1.59
H 0.84 5.68 -0.51
H -0.55 4.57 -0.59
H 0.68 4.54 -1.86
H 3.08 4.69 -0.07
H 2.74 3.69 -1.50
H 5.17 3.86 0.51
H 6.66 2.02 1.24
H 5.78 -0.31 1.22
H 3.48 -0.76 0.54
C -1.83 -1.02 2.88
Si -0.37 0.11 2.49
C -0.05 1.22 4.00
C 1.14 -0.96 2.38
N -0.62 0.98 1.03
C -1.72 1.75 0.83
C -2.66 2.13 1.82
C -3.76 2.93 1.56
C -4.00 3.42 0.29
C -3.09 3.09 -0.72
C -2.00 2.30 -0.46
O -1.06 2.02 -1.45
C -1.54 1.91 -2.75
C -2.12 0.73 -3.17
C -2.57 0.64 -4.48
C -2.43 1.70 -5.36
C -1.83 2.88 -4.92
C -1.38 2.98 -3.61
H -1.59 -1.71 3.70
H -2.04 -1.62 1.98
H -2.75 -0.49 3.14
H 0.02 0.62 4.91
H -0.80 2.00 4.16
H 0.91 1.72 3.86
H 1.17 -1.62 3.25
H 2.04 -0.35 2.38
H 1.14 -1.60 1.49
H -2.51 1.77 2.83
H -4.44 3.16 2.37
H -4.86 4.04 0.07
H -3.24 3.45 -1.73
H -2.16 -0.11 -2.49
H -2.99 -0.30 -4.83
H -2.77 1.61 -6.38
H -1.70 3.71 -5.60
H -0.91 3.88 -3.25
Te 0.94 -0.99 -2.52
C 1.27 -4.25 -0.21
N 0.11 -3.89 0.62
C -0.25 -5.01 1.46
N -0.57 -6.22 0.68
C 0.60 -6.53 -0.15
N 0.99 -5.44 -1.03
C -0.16 -5.10 -1.89
N -1.35 -4.76 -1.11
C -1.01 -3.59 -0.29
C -1.67 -5.88 -0.23
H 2.12 -4.46 0.45
H 1.51 -3.40 -0.86
H -1.13 -4.74 2.06
H 0.57 -5.24 2.14
H 0.37 -7.41 -0.75
H 1.44 -6.76 0.51
H -0.38 -5.96 -2.53
H 0.11 -4.24 -2.51
H -1.89 -3.32 0.31
H -0.73 -2.76 -0.93
H -1.90 -6.76 -0.84
H -2.55 -5.62 0.36
*
```

Summary:
E_tot: -2329.8470 hartree
HOMO level: 0.24 eV

Record 6
Below is a cluster of 3 separate species, C7H16 in total in a non-equilibrium geometry, with properties calculated with wB97M-V/def2-TZVPD.

```
! RIJCOSX wB97M-V def2-TZVPD def2/J DEFGRID3
* xyz 0 1
C -0.20 1.90 1.91
C 0.66 1.71 2.87
C 0.00 -0.81 -0.90
C -1.52 -1.28 -0.39
C 0.35 0.45 -0.09
C -0.40 -0.25 -2.25
C 1.21 -1.69 -0.94
H -0.89 1.21 1.52
H -0.34 3.01 1.49
H 0.85 0.74 3.37
H 1.48 2.40 3.18
H -1.35 -2.07 0.61
H -1.89 0.05 0.11
H -2.19 -1.85 -1.12
H 1.17 0.91 -0.50
H -0.36 1.21 -0.19
H 0.44 0.24 1.06
H 0.26 0.58 -2.74
H -1.56 0.19 -2.13
H -0.47 -1.11 -3.00
H 0.85 -2.55 -1.56
H 2.05 -1.09 -1.48
H 1.43 -2.06 0.08
*
```

Summary:
E_tot: -276.0953 hartree
HOMO level: -9.60 eV

What is the E_tot in the sixth record?
-276.0953 hartree

Look up the HOMO level of the second one.
-9.06 eV